Here is C9H7Cl2CoIN7OS as an isolated structure from the OMol25 dataset. Energies are from ωB97M-V/def2-TZVPD.

Each line ends with the Mulliken spin population.
CARTESIAN COORDINATES (ANGSTROEM)
Co (-1.6723, -1.1165, -1.0939)  2.7591
Cl (0.2552, -0.2324, 2.3814)  0.0004
C (-1.2481, -0.6488, 3.2258)  0.0000
Cl (-0.9461, -1.1303, 4.9106)  0.0000
H (-1.7117, -1.4808, 2.7089)  0.0007
H (-1.8844, 0.2266, 3.2299)  0.0003
N (3.0392, 1.3026, -1.1876)  0.0003
C (2.4309, 0.1011, -0.9761)  0.0033
C (1.0455, -0.0334, -1.1800)  -0.0100
N (0.4310, -1.1706, -0.9456)  0.0339
C (1.1578, -2.2275, -0.5570)  -0.0003
C (2.5168, -2.0875, -0.3943)  0.0004
N (3.1636, -0.9321, -0.5838)  -0.0010
H (2.4700, 2.1269, -1.2805)  0.0000
H (3.9884, 1.3988, -0.8765)  0.0002
H (0.4545, 0.7979, -1.5391)  -0.0004
H (0.6315, -3.1510, -0.3613)  0.0024
H (3.1178, -2.9339, -0.0848)  0.0004
I (-2.4976, -3.0691, 0.2835)  0.0833
S (-0.2800, -0.2619, -5.3003)  0.0224
C (-1.1035, -0.7671, -3.9955)  0.0163
N (-1.7021, -1.1340, -3.0546)  0.0284
O (-2.2714, 0.5340, -0.2725)  0.0310
N (-2.5071, 1.1906, 0.7978)  0.0043
C (-1.8084, 2.2676, 1.0130)  0.0210
C (-0.7322, 2.7488, 0.1849)  -0.0044
N (0.1257, 3.1350, -0.4760)  0.0046
C (-2.1110, 2.9870, 2.2280)  -0.0015
N (-2.3519, 3.5599, 3.1955)  0.0051

Cartesian forces, eV/Å:
Co 0.2110 -0.2773 -0.0589
Cl -0.0202 -0.0184 0.0343
C 0.0400 -0.0099 0.0847
Cl -0.0078 0.0270 -0.0732
H 0.0209 -0.0100 -0.0622
H -0.0189 0.0170 0.0108
N -0.0645 -0.1564 -0.1224
C 0.0570 0.1303 0.0292
C -0.0458 0.0828 -0.1574
N -0.1164 0.0579 0.0611
C 0.0175 -0.0190 0.0939
C 0.1023 0.0805 -0.0225
N -0.0423 -0.1427 0.0401
H -0.0145 0.0319 0.0935
H -0.0026 0.0234 0.0324
H -0.0330 0.0543 0.0434
H -0.0148 0.0288 0.0028
H 0.0058 0.0113 -0.0003
I -0.1755 -0.4375 0.2532
S -0.0914 -0.0844 0.1467
C 0.0428 0.0537 -0.2299
N -0.0160 0.2346 0.0126
O 0.2975 0.7269 -0.3329
N -0.2076 -0.4946 0.0875
C 0.1857 0.4869 0.3851
C -0.3290 -0.2011 0.0079
N 0.1296 -0.0388 -0.0102
C 0.0565 -0.1662 -0.3617
N 0.0339 0.0093 0.0124

## Properties
Multiplicity: 4
⟨S²⟩: 3.758
Orbital gap (alpha / beta), eV: 8.10 / 7.95
Calculated total energy, eV: -103535.5199
Relative energy (zero: lowest compared OMol25 entry of this formula, charge and spin), kcal/mol: 7.3
HOMO energy (alpha / beta), eV: -5.75 / -5.70
Charge: -1



Here is a 2-piece molecular cluster, C3H6N2O overall from the OMol25 dataset. Energies are from ωB97M-V/def2-TZVPD.

Each line ends with the Mulliken charge.
CARTESIAN COORDINATES (ANGSTROEM)
N (-0.0413, -0.9858, 1.6233)  -0.5501
C (0.3376, -1.0294, 0.5112)  0.4983
C (1.0790, -1.8299, -0.4749)  0.0505
O (1.3338, -1.5481, -1.6183)  -0.4691
H (1.3847, -2.7720, 0.0073)  0.3460
C (-0.7987, 1.4158, 0.4800)  -0.9014
N (-0.1926, 0.6165, -0.5868)  -0.4710
H (-1.2159, 2.3569, 0.1108)  0.2881
H (-1.5770, 0.8206, 0.9694)  0.3571
H (-0.0455, 1.6150, 1.2501)  0.3386
H (-0.8466, 0.3205, -1.3032)  0.2577
H (0.6222, 1.0322, -1.0230)  0.2553

Cartesian forces, eV/Å:
N 0.3656 -0.2536 -0.7346
C -0.2540 -0.3004 1.2733
C 0.1821 -0.1514 -0.3311
O -0.2371 0.0406 0.6071
H 0.1516 -0.0966 -0.2732
C -0.0076 0.1468 -0.1741
N -0.1106 0.2418 -0.0965
H 0.0175 -0.0754 0.0842
H 0.1486 0.1817 -0.1749
H -0.1581 0.0093 -0.2379
H 0.0935 0.1980 0.0453
H -0.1915 0.0593 0.0125

## Properties
Multiplicity: 1
SMILES string: N#CC=O.CN
Orbital gap, eV: 9.36
Calculated total energy, eV: -8233.9594
Relative energy (zero: lowest compared OMol25 entry of this formula, charge and spin), kcal/mol: 63.2
HOMO energy, eV: -9.28
Charge: 0



Here is one molecule with the formula C5H5NOS from the OMol25 dataset. Energies are from ωB97M-V/def2-TZVPD.

Each line ends with the Mulliken charge.
CARTESIAN COORDINATES (ANGSTROEM)
C (2.5996, 0.7672, -1.0602)  -0.6607
C (1.7137, -0.1109, -0.7475)  0.2728
C (0.7877, -1.0177, -0.4706)  -0.4973
C (-0.5445, -0.9530, 0.0335)  0.0906
C (-1.4084, -0.0309, 0.6259)  0.3188
O (-2.6587, -0.5410, 0.8261)  -0.4199
N (-1.1339, 1.2016, 1.0287)  -0.2618
S (-2.1741, 2.1683, 1.7463)  -0.2039
H (2.6324, 1.1876, -2.0523)  0.2424
H (3.3609, 1.1157, -0.3835)  0.2448
H (1.0816, -2.0294, -0.7360)  0.3141
H (-1.0610, -1.9023, -0.0702)  0.3157
H (-3.1953, 0.1447, 1.2599)  0.2445

Cartesian forces, eV/Å:
C 0.3339 0.2073 -0.2529
C -1.1025 -0.1081 0.5686
C 0.9986 0.1446 -0.3324
C -1.2990 0.8407 0.6805
C -0.4025 -1.8350 -0.5022
O -0.1519 -0.1300 -0.0125
N 1.4705 1.4412 0.0106
S 0.0599 -0.6792 -0.2966
H -0.1136 0.0816 -0.2471
H 0.0933 -0.0494 0.3195
H 0.0385 -0.0341 0.0576
H 0.0071 0.0333 -0.0351
H 0.0676 0.0873 0.0419

## Properties
Multiplicity: 1
SMILES string: C=C=C/C=C(/O)N=S
Orbital gap (alpha / beta), eV: 6.28 / 6.30
Calculated total energy, eV: -19634.8162
Relative energy (zero: lowest compared OMol25 entry of this formula, charge and spin), kcal/mol: 96.3
HOMO energy (alpha / beta), eV: -8.31 / -8.33
Charge: 0



Here is C36H43As2BF6HgN7O13P as an isolated structure from the OMol25 dataset. Energies are from ωB97M-V/def2-TZVPD.

Each line ends with the Mulliken charge.
CARTESIAN COORDINATES (ANGSTROEM)
Hg (10.6220, 13.7701, 11.2682)  2.8017
C (12.7631, 13.0638, 7.9011)  -1.0805
C (12.6465, 14.4766, 8.3305)  0.5953
C (13.1747, 15.5929, 7.6947)  -2.0349
C (12.8447, 16.6817, 8.5336)  1.0719
C (12.9581, 18.1212, 8.3130)  -1.4606
N (12.2419, 16.1781, 9.5971)  0.9122
N (12.1003, 14.7893, 9.5002)  0.2891
B (11.7523, 16.9740, 10.8381)  -1.6414
N (10.2294, 17.1567, 10.8005)  0.8443
N (9.4367, 16.1284, 10.3662)  -0.4761
C (8.2185, 16.6306, 10.2861)  0.5369
C (7.1055, 15.7734, 9.8156)  -0.9806
C (8.2637, 17.9941, 10.6632)  -1.2904
C (9.5671, 18.3296, 10.9519)  0.8256
C (10.2777, 19.5682, 11.4495)  -1.2556
N (12.1534, 16.3125, 12.1457)  1.3517
N (11.4697, 15.2641, 12.5735)  -0.8271
C (11.8489, 14.9484, 13.8205)  0.8798
C (11.2315, 13.8577, 14.6388)  -1.3118
C (12.7648, 15.9063, 14.2315)  -0.8606
C (12.9588, 16.7504, 13.1443)  0.5509
C (13.8437, 18.0116, 13.0137)  -1.4356
H (12.6707, 12.8514, 6.8275)  0.4585
H (11.9980, 12.4568, 8.4117)  0.0789
H (13.6729, 12.6034, 8.2692)  0.0331
H (13.5951, 15.6495, 6.7562)  0.6257
H (12.9809, 18.3374, 7.2466)  0.3904
H (13.8478, 18.5857, 8.7842)  0.2048
H (12.1173, 18.6909, 8.6200)  0.2820
H (12.2934, 18.0406, 10.8330)  -0.2457
H (7.4400, 14.7129, 9.7922)  0.0797
H (6.7403, 16.1045, 8.8515)  0.2385
H (6.3101, 15.8355, 10.5376)  0.3387
H (7.3995, 18.6626, 10.6743)  0.3847
H (9.5435, 20.3382, 11.4478)  0.4291
H (11.1076, 19.8872, 10.8611)  0.2301
H (10.6029, 19.4358, 12.4913)  0.1669
H (10.1603, 13.8851, 14.4693)  0.4317
H (11.3969, 13.9923, 15.7105)  0.2103
H (11.5440, 12.8336, 14.3442)  0.0867
H (13.3387, 16.0990, 15.1477)  0.2670
H (14.1825, 18.3100, 14.0335)  0.3742
H (13.1889, 18.8085, 12.6160)  0.2588
H (14.7016, 17.9053, 12.3822)  0.2337
O (10.9928, 7.5840, 10.1210)  -0.5997
C (11.0080, 8.9432, 10.2821)  1.1545
C (12.2009, 9.6758, 10.4296)  0.0659
C (12.1116, 11.0423, 10.6801)  -0.5274
N (10.9101, 11.5709, 10.6310)  0.2614
C (9.7900, 10.9227, 10.4125)  0.0929
C (9.7966, 9.5592, 10.2115)  -0.7570
C (8.4878, 11.8119, 10.2348)  0.1743
O (7.4617, 11.2465, 9.8816)  -0.7616
O (8.6225, 13.0453, 10.5331)  -0.4979
C (13.2719, 11.9854, 11.0199)  -0.5143
O (14.2621, 11.9250, 10.2905)  -0.6017
O (13.0435, 12.7672, 11.9821)  -0.8192
H (11.9086, 7.3350, 10.1758)  0.3081
H (13.2051, 9.1998, 10.4190)  -0.0120
H (8.8125, 9.0271, 10.0737)  0.4208
C (16.5106, 13.8105, 10.8932)  -0.6004
O (16.4248, 12.7333, 11.8402)  -0.0080
C (16.0537, 13.0995, 13.0899)  0.0300
O (16.1763, 14.2423, 13.5179)  -0.6848
C (15.4616, 12.0585, 13.9259)  0.8270
C (15.6998, 10.7824, 13.6660)  1.0442
As (15.3351, 9.3370, 14.8262)  -0.2763
C (14.2882, 8.2658, 13.5641)  -1.0118
C (13.7836, 10.0166, 15.8101)  0.4226
C (13.6363, 11.2856, 16.2197)  0.3719
As (14.6713, 12.7787, 15.5606)  0.5556
C (16.3615, 12.4992, 16.5649)  -1.1904
C (12.8891, 11.7327, 17.3992)  0.1495
O (13.3438, 12.6556, 18.0346)  -0.6688
O (11.7979, 11.0761, 17.6670)  -0.0440
C (11.0498, 11.3621, 18.8597)  -0.8110
C (12.7602, 8.9514, 16.2169)  -0.2798
O (12.9682, 8.0358, 17.0080)  -0.6578
O (11.6739, 9.0554, 15.4836)  0.3688
C (10.7027, 8.0069, 15.6874)  -0.9488
C (16.5997, 10.3399, 12.5070)  -0.2962
O (17.7731, 10.4196, 12.4667)  -0.5949
O (15.8465, 9.7614, 11.5495)  0.1506
C (16.5033, 9.6144, 10.2796)  -1.0045
H (16.4480, 13.2461, 9.9452)  0.1924
H (17.5065, 14.3123, 11.0742)  0.2244
H (15.7030, 14.4824, 11.1029)  0.1055
H (14.8052, 8.1669, 12.5779)  0.4067
H (13.3395, 8.7178, 13.3001)  0.1626
H (14.0451, 7.2591, 13.9903)  0.4125
H (16.8254, 11.5512, 16.2268)  0.3860
H (16.0983, 12.5847, 17.6139)  0.4133
H (16.9536, 13.3601, 16.2274)  0.3583
H (11.7110, 11.2422, 19.7454)  0.2880
H (10.1427, 10.6819, 18.8590)  0.2428
H (10.6205, 12.3576, 18.8384)  0.2865
H (9.8979, 8.1888, 14.9505)  0.1955
H (10.2370, 8.0200, 16.6879)  0.2665
H (11.1629, 7.0663, 15.4260)  0.3735
H (15.9389, 8.7877, 9.8067)  0.2682
H (17.5797, 9.3712, 10.4400)  0.4300
H (16.3527, 10.4878, 9.6677)  0.1706
F (9.2273, 10.3991, 15.2453)  -0.3863
P (7.9500, 11.1525, 15.9370)  1.3382
F (7.8727, 9.9514, 17.0619)  -0.4275
F (6.9357, 10.3650, 15.0291)  -0.3796
F (6.7159, 11.8974, 16.6443)  -0.4183
F (8.9395, 11.9757, 16.9172)  -0.3395
F (8.0898, 12.4202, 14.8937)  -0.3612

Cartesian forces, eV/Å:
Hg -0.0078 0.2450 -0.4129
C -0.6618 -1.2175 0.1851
C 0.3569 -0.3765 0.2114
C -1.2215 1.3467 1.8650
C 0.1036 -1.7927 -0.8540
C 1.2793 1.1361 -0.7094
N -0.6612 -1.3841 1.1605
N 0.3001 1.7294 -0.3283
B 0.0901 0.1971 -0.4087
N 0.9898 -0.3474 -0.6157
N 0.5279 0.9304 0.5400
C 0.8417 0.3920 0.0885
C 0.2840 -0.6503 0.3285
C -1.6634 1.0800 -0.2854
C 0.4649 -1.4777 0.0354
C -1.1108 -0.9873 0.6349
N 0.7610 0.5269 0.4327
N -0.4999 -1.7299 1.0848
C -0.1262 0.3184 0.4474
C -0.1359 -0.5161 -0.5667
C 1.4060 1.2953 0.1328
C 0.4383 0.5416 -0.4938
C -1.7585 -0.3220 1.2412
H -0.0026 0.5003 0.1668
H 0.0017 0.3052 -0.2954
H 0.3860 0.1755 -0.0612
H 0.8879 0.0548 -1.7968
H 0.4473 -0.1778 -0.2240
H -0.3467 -0.2950 -0.2150
H -0.9279 0.2247 0.7593
H 0.0048 0.0629 -0.1493
H -0.2162 0.7650 -0.1555
H -0.1409 -0.0237 -0.2804
H -0.6316 -0.0289 0.1985
H 0.3388 -0.1781 0.0476
H -0.5538 0.9092 0.0685
H 0.6037 -0.0083 -0.5356
H 0.0444 -0.0463 -0.2829
H -0.3406 -0.1100 0.1210
H 0.1364 0.0703 -0.2113
H 0.1099 0.6111 0.0727
H -0.6436 -0.7293 -0.2927
H -0.2120 -0.2535 -0.7318
H 0.5300 -0.1625 0.1594
H 0.4024 -0.2887 -0.4404
O 0.1526 0.4180 0.0725
C 0.8286 -0.4477 -0.4272
C 0.6979 -0.3997 0.3104
C 0.0172 -1.3245 -0.1298
N -0.4766 1.8903 0.7068
C -0.9352 0.4014 -0.8981
C -2.3405 0.1936 0.2426
C 0.3403 -0.2977 0.8598
O 0.2784 -0.1344 -0.2416
O 0.1337 -0.4844 -0.2124
C -0.3213 0.5762 0.5222
O 0.4958 -0.4547 -0.3782
O 0.1154 -0.5131 -0.3322
H 0.6190 -0.6456 0.0179
H -0.8109 0.2368 0.0293
H 1.3901 0.5605 0.0856
C 1.6783 -0.8671 0.3693
O -0.5950 0.2011 1.4358
C 0.2217 1.8895 -0.7942
O 0.0445 -0.9450 -0.5453
C 0.0897 -0.8120 0.0915
C 0.8505 -0.0058 -0.8578
As -0.8559 -0.9993 0.5429
C -0.1758 -1.3634 -0.9065
C -1.0563 0.2291 0.6673
C 1.2212 -1.1803 -0.9178
As 0.2355 0.9854 -0.0222
C -0.2584 0.1679 -0.8774
C -0.2320 0.4444 -0.1194
O -0.0901 0.3504 0.7071
O -0.9787 -0.7955 0.2010
C -0.7397 -0.6202 0.4660
C 1.0681 -1.0346 0.5713
O 0.0265 1.1557 -0.7070
O -0.4159 -0.0833 0.1161
C -1.0952 0.3516 -0.7577
C -2.6548 0.0795 0.1824
O 2.1694 0.0709 0.2667
O 0.4062 0.5339 -0.3332
C -0.0359 -1.3628 0.2424
H -0.0528 0.9437 0.2887
H -1.0277 -0.3099 -0.5523
H -0.4699 0.4344 -0.4011
H -0.1294 -0.1816 1.1185
H -0.2049 0.4250 0.2491
H 0.4367 0.7758 -0.2831
H -0.1574 0.5274 0.6375
H 0.2965 -0.2455 0.1276
H 0.1438 -0.3290 0.2796
H -0.5283 -0.0276 -0.5287
H 1.4415 0.5201 -0.0470
H 0.3037 0.2802 -0.1565
H 0.5494 0.1810 0.4809
H 0.5918 0.0515 -0.3801
H 0.2121 -0.4110 0.3724
H 0.6062 0.2757 0.0778
H -0.8807 0.1438 -0.3217
H 0.0196 0.5383 0.0659
F -0.5481 0.4546 0.1132
P 0.8778 0.9750 0.5410
F 0.1394 0.1020 -0.1545
F -0.3289 -0.4239 -0.9785
F -0.5839 0.1602 0.3192
F 0.6265 -0.1455 0.3784
F -0.2192 -0.9941 -0.1302

## Properties
Multiplicity: 1
Orbital gap, eV: 7.98
Calculated total energy, eV: -227210.8237
HOMO energy, eV: -4.22
Charge: -2



- calculated total energy of number 3 (C5H5NOS)?
  -19634.8162 eV



- Which of these has the lowest calculated total energy?
  C36H43As2BF6HgN7O13P



- Look up the charge of the first one.
  -1



- Look up the charge of the fourth one.
  -2